# 1
Density functional theory data (the ωB97M-V functional and the def2-TZVPD basis) for a cluster of 2 separate species, C7H10N2O in total in a non-equilibrium geometry.

Summary:
**Relative energy (zero: lowest compared OMol25 entry of this formula, charge and spin)**: 69.5 kcal/mol
**Strongest force on any atom**: 0.15138 hartree/bohr
**Gap between HOMO and LUMO**: 10.320 eV
**SMILES**: c1ccncc1.CC(N)=O

Structure (XYZ):
```
20
Properties=species:S:1:pos:R:3:forces:R:3
C 3.5874 -0.3247 0.4094 1.357 -2.509 2.148
C 2.5808 -1.1499 -0.1513 -0.021 0.056 -0.562
C 1.4538 -0.4601 -0.6442 -0.008 -7.497 -2.094
N 1.2700 0.7620 -0.7606 0.254 4.897 0.206
C 2.2942 1.4777 -0.3535 2.283 3.267 0.834
C 3.4981 1.0476 0.3314 -5.536 -2.580 -2.915
H 4.4429 -0.7869 1.0863 -1.577 0.800 -1.952
H 2.6444 -2.2601 -0.4362 0.126 1.842 1.167
H 0.7436 -1.0234 -1.3219 0.429 -0.138 1.415
H 2.2209 2.5483 -0.6556 0.089 -0.675 0.644
H 4.2490 1.6539 0.5770 2.590 2.506 1.114
C -2.1933 -0.1834 0.6929 1.423 -0.893 -0.650
C -3.4785 0.3844 0.1470 0.346 -0.413 -0.613
N -4.3100 -0.5539 -0.4610 -1.798 -3.495 2.265
O -3.6556 1.5527 0.0048 -0.576 1.805 0.127
H -1.3693 0.1957 -0.1028 -1.694 -0.668 2.206
H -2.3561 -1.3195 0.3785 1.215 1.971 1.777
H -1.9232 0.1886 1.8428 -0.750 -1.438 -3.292
H -5.2654 -0.2573 -0.7463 1.275 0.222 0.342
H -4.4338 -1.4917 0.1632 0.573 2.940 -2.167
```
Forces are in eV/Å.

***

# 2
Density functional theory data (the ωB97M-V functional and the def2-TZVPD basis) for the molecule C7H10N2O in a non-equilibrium geometry.

Summary:
**Relative energy (zero: lowest compared OMol25 entry of this formula, charge and spin)**: 132.0 kcal/mol
**Strongest force on any atom**: 0.05927 hartree/bohr
**Gap between HOMO and LUMO (spin up / spin down)**: 5.091 / 5.099 eV

Structure (XYZ):
```
20
Properties=species:S:1:pos:R:3:forces:R:3
C -0.8515 -1.3727 0.5340 0.437 -0.535 -0.068
C -1.2270 -0.0487 0.2545 0.417 -0.476 -0.274
C -0.0996 0.5317 -0.3861 -0.571 2.011 -1.067
C -2.5039 0.6569 0.6770 -0.043 0.369 0.689
C -3.6108 -0.1583 0.1631 1.492 0.243 -2.646
C 3.0546 0.3357 0.0675 -0.183 -0.112 -0.169
C 2.1419 -0.3580 -0.9425 0.617 0.132 0.030
N 0.3710 -1.6112 0.1031 -0.173 -1.577 0.605
N 0.7961 -0.4583 -0.4509 -1.656 0.478 0.463
O -3.9861 -0.1357 -1.1084 0.040 -0.176 2.163
H -1.4126 -2.1535 1.0121 -0.036 -0.324 0.171
H -2.5557 0.7482 1.7635 -0.225 0.054 -0.027
H -2.4864 1.6532 0.2256 0.007 -0.008 -0.061
H -4.0537 -0.9632 0.7266 -0.334 -0.144 0.025
H 3.0804 -0.2283 0.9969 0.028 -0.050 0.091
H 2.6843 1.3363 0.2782 -0.040 0.053 -0.009
H 4.0632 0.4085 -0.3299 0.165 0.012 -0.016
H 2.4950 -1.3744 -1.1306 -0.096 0.084 -0.049
H 2.1311 0.2032 -1.8815 -0.086 -0.125 0.136
H -3.5187 0.5621 -1.5968 0.243 0.089 0.014
```
Forces are in eV/Å.

***

# 3
Density functional theory data (the ωB97M-V functional and the def2-TZVPD basis) for the molecule C7H10N2O in a non-equilibrium geometry.

Summary:
**Relative energy (zero: lowest compared OMol25 entry of this formula, charge and spin)**: 51.6 kcal/mol
**Strongest force on any atom**: 0.06109 hartree/bohr
**Gap between HOMO and LUMO**: 9.887 eV
**SMILES**: C[C@H]1C=C(C(N)=O)[C@H]2N[C@H]21

Structure (XYZ):
```
20
Properties=species:S:1:pos:R:3:forces:R:3
C -2.7849 -1.1450 -0.6140 -0.042 -0.012 -0.206
C -1.8666 -0.6186 0.4874 -0.075 -0.043 0.306
C -0.4154 -1.0155 0.3339 0.434 0.374 -0.104
C 0.4238 0.0311 0.4283 -0.600 -0.946 0.121
C 1.9076 0.0259 0.3485 0.650 2.313 2.023
N 2.4842 -0.6544 -0.6619 0.759 -1.240 -1.918
O 2.5873 0.7433 1.0882 -1.238 -0.383 -0.884
C -0.3566 1.2993 0.5764 0.115 0.298 0.499
N -1.2185 1.5618 -0.5898 0.001 -0.043 -0.309
C -1.7851 0.9016 0.5879 -0.217 0.037 0.259
H -2.4192 -0.8331 -1.6019 -0.111 -0.038 0.271
H -2.8331 -2.2426 -0.5922 0.008 0.265 -0.013
H -3.8039 -0.7557 -0.4812 0.235 -0.125 -0.045
H -2.2260 -1.0114 1.4546 0.024 0.136 -0.192
H -0.1295 -2.0528 0.1463 -0.003 0.303 0.036
H 2.4478 -1.6638 -0.6502 -0.170 0.308 -0.545
H 3.1073 -0.1643 -1.3072 0.012 -0.614 0.949
H 0.0351 2.1415 1.1465 -0.055 -0.297 -0.142
H -1.5005 2.5397 -0.5955 0.068 -0.127 0.025
H -2.5251 1.4439 1.1777 0.206 -0.168 -0.132
```
Forces are in eV/Å.